A 7-piece molecular cluster, C42H42O12 overall at a distorted geometry, computed with ωB97M-V with the def2-TZVPD basis set.

The geometry in XYZ format:
```
96
Properties=species:S:1:pos:R:3:forces:R:3
O -4.2399 -2.4872 0.2710 -0.10 -0.18 -0.73
C -4.9077 -1.6407 -0.5859 0.44 -0.58 -0.22
C -5.0744 -2.0478 -1.8930 -1.20 1.54 -0.46
C -5.6609 -1.1506 -2.8259 1.00 0.19 0.57
C -5.9766 0.1654 -2.4289 0.20 -2.27 0.43
O -6.4564 1.1024 -3.2601 -0.26 0.82 -1.50
C -5.8758 0.4837 -1.0669 -0.38 3.29 -2.06
C -5.3168 -0.3776 -0.2008 0.04 -0.23 2.83
H -4.6124 -2.4249 1.1434 -0.12 0.10 0.72
H -4.8992 -3.0526 -2.1849 0.47 -0.68 -0.16
H -5.6872 -1.4834 -3.8656 -0.35 0.27 0.18
H -6.4208 0.8396 -4.2059 -0.01 -0.01 1.05
H -6.0712 1.5935 -0.8566 0.04 -1.90 0.19
H -5.2819 -0.0816 0.8795 0.33 -0.35 -1.06
O 3.1641 0.5250 -2.6880 -0.40 1.11 -1.45
C 2.4554 1.6200 -3.1956 -0.34 -0.62 0.18
C 2.5967 1.9654 -4.5383 -0.53 1.13 -0.33
C 1.9451 3.1270 -5.0380 -0.25 -1.73 1.84
C 1.0755 3.8128 -4.1381 0.45 -0.05 -1.88
O 0.4484 4.9396 -4.5785 -0.17 0.38 -0.25
C 0.8107 3.3897 -2.8688 1.29 -1.34 1.51
C 1.5540 2.2887 -2.3613 0.22 0.77 0.09
H 3.1230 0.7051 -1.7638 0.31 -0.65 1.56
H 3.2209 1.3525 -5.1935 -0.14 0.27 0.27
H 2.0355 3.3047 -6.0983 -0.14 0.63 0.08
H -0.0147 5.2898 -3.8090 -0.13 0.22 -0.29
H 0.1344 3.9579 -2.2151 0.29 -0.35 -0.31
H 1.5708 2.0496 -1.2731 -0.41 0.06 -0.94
O 5.0533 -3.6128 4.2801 0.11 -0.32 0.28
C 4.6369 -2.8010 3.2850 -1.54 1.69 -0.84
C 5.2910 -1.6446 2.8460 -0.79 -0.33 -1.12
C 4.7525 -0.8730 1.7610 0.09 -0.69 1.55
C 3.4831 -1.0985 1.3225 -0.38 -1.19 -1.86
O 2.9356 -0.3376 0.2529 0.92 -0.73 1.30
C 2.8417 -2.2919 1.7259 -0.31 1.59 0.60
C 3.3303 -3.0426 2.7641 0.71 -1.18 0.37
H 6.0030 -3.5508 4.3847 0.24 0.12 0.07
H 6.1870 -1.3039 3.3218 0.62 -0.09 0.03
H 5.2975 -0.1107 1.2668 0.65 0.83 0.04
H 2.0007 -0.1884 0.4672 -0.25 0.11 -0.13
H 1.8781 -2.4414 1.2834 -0.46 -0.46 -0.02
H 2.7617 -3.8979 3.1870 0.44 0.61 -0.48
O -3.0410 -0.3288 2.2131 -0.66 -0.74 -0.42
C -2.6383 -1.6189 2.5846 -1.11 2.42 -0.04
C -1.4962 -2.0273 2.0020 2.36 -1.42 -1.50
C -0.8297 -3.1770 2.3999 -1.39 0.26 0.80
C -1.3964 -3.8569 3.4715 0.29 0.56 1.13
O -0.5496 -4.7841 4.0501 -0.42 -0.60 0.31
C -2.5897 -3.4235 4.0530 -0.45 -0.63 0.46
C -3.3002 -2.3017 3.5624 2.03 -1.49 0.14
H -2.8396 -0.2721 1.2604 -0.11 0.37 0.39
H -1.1377 -1.4336 1.1649 0.25 -0.12 0.31
H 0.1148 -3.5572 2.0889 0.50 0.18 -0.66
H -0.8783 -5.1770 4.8819 -0.12 0.50 -0.73
H -2.9202 -3.9679 4.9558 -0.08 0.36 -0.59
H -4.2086 -1.9462 3.9489 -0.97 0.33 0.69
O 1.0332 2.3067 2.9580 0.59 0.28 0.15
C 2.1741 3.0423 2.7261 2.90 -2.37 -1.35
C 2.2665 4.3763 2.9343 -0.54 2.35 0.05
C 3.4227 5.0920 2.5451 1.39 -0.79 -0.60
C 4.5548 4.4039 1.9579 -1.25 1.56 1.56
O 5.6921 5.1460 1.6018 -1.84 -0.60 0.65
C 4.5006 3.0179 1.9008 -1.66 0.03 0.11
C 3.3188 2.3387 2.2218 -0.96 1.70 0.46
H 0.4403 2.9932 3.2274 -1.40 0.16 0.48
H 1.3445 4.9131 3.3219 1.36 -0.41 -0.37
H 3.5270 6.1713 2.7075 -0.26 -0.50 -0.13
H 6.2298 4.5155 1.1403 0.80 -0.26 -0.47
H 5.3015 2.4163 1.5599 0.90 -0.32 -0.42
H 3.2439 1.2950 2.0203 0.02 -0.53 0.13
O 0.4892 0.6788 0.9367 0.26 -0.19 1.08
C -0.5578 1.0104 0.1474 -0.14 2.33 -0.09
C -1.1386 2.3008 0.1745 0.36 0.52 1.19
C -2.0450 2.7587 -0.7575 -0.22 -0.17 -0.15
C -2.2856 1.9124 -1.8138 -1.77 -0.38 -0.85
O -3.1244 2.4319 -2.8039 0.11 -0.55 0.19
C -1.8780 0.5787 -1.7723 -0.36 2.10 -0.13
C -0.9943 0.1554 -0.8184 -0.19 -1.59 -0.19
H 0.6209 1.2929 1.7159 -0.35 -0.46 -0.80
H -0.9259 3.0239 0.9643 0.34 -0.48 0.12
H -2.6685 3.6737 -0.6785 0.98 -0.51 0.02
H -3.6910 1.7543 -3.2127 0.46 0.15 0.34
H -2.2968 -0.0666 -2.4824 -0.24 -1.07 -0.99
H -0.7175 -0.8941 -0.8525 0.33 0.16 0.14
C 1.0256 -2.9543 -1.4842 -1.27 -2.01 1.34
C 0.8479 -2.1109 -2.5368 1.14 -1.11 -0.31
C -0.3325 -2.1589 -3.2809 1.12 0.68 0.34
C -1.3876 -2.8942 -2.8507 -0.98 -1.26 2.23
C -1.3298 -3.6298 -1.5874 3.26 2.12 -2.67
C -0.0698 -3.7408 -0.9955 -0.50 0.60 0.11
H 2.0036 -3.1556 -1.0700 0.10 0.39 0.13
H 1.7975 -1.7155 -2.8698 -0.41 0.90 -0.46
H -0.3042 -1.5580 -4.1593 -0.57 0.16 -0.77
H -2.2985 -2.9493 -3.4162 -0.33 0.16 -0.19
H -2.1495 -4.0615 -1.1464 -1.91 -1.11 0.65
H -0.0193 -4.4091 -0.1183 0.42 0.52 -0.50
```
Forces are in eV/Å.

Charge: 0
HOMO-LUMO gap (Eh): 0.3013
SMILES: Oc1ccc(O)cc1.Oc1ccc(O)cc1.Oc1ccc(O)cc1.Oc1ccc(O)cc1.Oc1ccc(O)cc1.Oc1ccc(O)cc1.c1ccccc1
Molar mass (g/mol): 738.8
HOMO level (eV): -7.76